Here is a molecular structure, C9H20LiN4O9 at a distorted geometry from the OMol25 dataset. Energies are from the ωB97M-V functional and the def2-TZVPD basis.

Properties
- highest occupied orbital energy (eV) = -5.210
- LUMO (eV) = 1.7
- energy relative to the best compared isomer or geometry (same formula, charge and spin) (kcal/mol) = 0.00

Structure (ORCA input):
```
! wB97M-V def2-TZVPD RIJCOSX def2/J DEFGRID3
* xyz -1 1
Li 26.21501 16.90273 11.05563
C 28.51264 16.57769 5.11855
C 29.27164 17.08134 6.37527
C 28.39023 17.89362 7.31093
C 27.85361 19.22050 6.76577
N 27.11257 20.00587 7.84470
C 28.04841 20.45401 8.93370
C 27.34448 21.61094 9.61252
C 26.62478 22.33793 8.47041
C 26.58125 21.31339 7.29188
C 25.97141 19.19344 8.42928
H 28.34831 17.38777 4.39831
H 27.52541 16.19281 5.36885
H 29.18045 15.90802 4.57830
H 30.13963 17.60210 5.96619
H 29.59522 16.17062 6.87584
H 28.78797 18.03175 8.31597
H 27.48775 17.29381 7.47458
H 27.09456 19.13049 5.98855
H 28.61023 19.93817 6.44385
H 28.37480 19.61855 9.54732
H 28.92247 20.87081 8.42621
H 26.67010 21.29779 10.40972
H 28.04323 22.27710 10.11704
H 25.61509 22.59874 8.77910
H 27.16156 23.21839 8.12750
H 25.63233 21.10711 6.80466
H 27.32938 21.57114 6.54252
H 25.40673 19.91581 9.00921
H 26.46410 18.44524 9.01334
H 25.43554 18.79532 7.57165
N 26.32134 18.76932 13.39940
O 27.41743 19.37289 13.23888
O 25.89937 18.55668 14.54427
O 25.66793 18.43156 12.38206
N 24.26314 16.52171 8.56689
O 24.76804 16.70020 9.71268
O 24.98554 16.20915 7.60197
O 23.04611 16.71087 8.40518
N 28.49777 15.76590 11.54678
O 29.52823 15.22410 11.92159
O 28.50346 16.72977 10.72730
O 27.35618 15.42797 11.96345
*
```

Formally, the natural (NBO) partial charges of the atoms, in units of the elementary charge, are as follows:
1 Li 0.897
2 C -0.609
3 C -0.387
4 C -0.463
5 C -0.181
6 N -0.188
7 C -0.224
8 C -0.435
9 C -0.426
10 C -0.210
11 C -0.396
12 H 0.182
13 H 0.226
14 H 0.210
15 H 0.189
16 H 0.230
17 H 0.245
18 H 0.252
19 H 0.212
20 H 0.192
21 H 0.274
22 H 0.197
23 H 0.254
24 H 0.239
25 H 0.231
26 H 0.219
27 H 0.229
28 H 0.203
29 H 0.224
30 H 0.245
31 H 0.237
32 N 0.716
33 O -0.552
34 O -0.495
35 O -0.635
36 N 0.715
37 O -0.624
38 O -0.548
39 O -0.498
40 N 0.721
41 O -0.467
42 O -0.619
43 O -0.583



Here is 3 unconnected molecules or ions with the total composition C9H20N2OS at a distorted geometry from the OMol25 dataset. Energies are from the ωB97M-V functional and the def2-TZVPD basis.

Properties
- highest occupied orbital energy (alpha / beta) (eV) = -13.970 / -13.951
- LUMO (alpha / beta) (eV) = -7.5 / -7.5
- energy relative to the best compared isomer or geometry (same formula, charge and spin) (kcal/mol) = 51.48

Structure (ORCA input):
```
! wB97M-V def2-TZVPD RIJCOSX def2/J DEFGRID3
* xyz 2 1
C -7.44663 0.75100 -3.94230
C 2.77958 0.10224 0.62291
C -8.18321 1.17965 -2.76144
C 0.56168 2.12112 1.47659
C -1.05626 -2.62392 1.79881
C 3.84192 -0.85407 -1.27840
C 4.26429 1.48841 -0.87717
C 1.23710 0.95206 2.16414
C 0.33447 -3.06024 1.36799
N 2.58418 0.80625 1.71272
N 3.60483 0.17700 -0.38647
O -6.96751 0.38557 -4.89603
S 0.87354 -2.07522 -0.08092
H -9.17423 0.68782 -2.79601
H -8.25633 2.23130 -2.72042
H -7.77156 0.98062 -1.85637
H -0.21527 2.51739 2.03952
H 1.30942 2.72413 1.31346
H 0.01536 1.83340 0.58290
H -1.32775 -3.28983 2.66662
H -1.21430 -1.49085 2.01273
H -1.85059 -2.82857 0.96769
H 4.67847 -1.39527 -0.87825
H 3.03167 -1.71316 -1.22156
H 4.09287 -0.52706 -2.30721
H 3.95601 2.39500 -0.35607
H 5.36452 1.19822 -0.81072
H 3.93635 1.41547 -1.93501
H 0.76448 0.08161 1.87214
H 1.21334 1.20201 3.24152
H 0.57818 -4.02768 1.06861
H 1.19584 -2.90867 2.13166
H 3.24555 1.56425 2.06436
*
```

Formally, the natural (NBO) partial charges of the atoms, in units of the elementary charge, are as follows:
1 C 0.986
2 C 0.607
3 C -0.797
4 C -0.605
5 C -0.642
6 C -0.447
7 C -0.409
8 C -0.219
9 C -0.564
10 N -0.586
11 N -0.404
12 O -0.194
13 S 0.103
14 H 0.346
15 H 0.335
16 H 0.325
17 H 0.232
18 H 0.195
19 H 0.215
20 H 0.243
21 H 0.226
22 H 0.224
23 H 0.230
24 H 0.266
25 H 0.234
26 H 0.232
27 H 0.244
28 H 0.231
29 H 0.222
30 H 0.224
31 H 0.254
32 H 0.260
33 H 0.432



Here is a gas-phase ion, C9H20N3O (charge +1) at a distorted geometry from the OMol25 dataset. Energies are from the ωB97M-V functional and the def2-TZVPD basis.

Properties
- highest occupied orbital energy (eV) = -13.119
- SMILES = CC(C)(C)[C@]1(C(N)=O)CNCC[NH2+]1
- LUMO (eV) = -2.6
- energy relative to the best compared isomer or geometry (same formula, charge and spin) (kcal/mol) = 25.92

Structure (ORCA input):
```
! wB97M-V def2-TZVPD RIJCOSX def2/J DEFGRID3
* xyz 1 1
C -1.21987 0.78645 -0.80106
C -1.90221 -2.05889 0.87482
C -0.54483 -0.24297 1.44783
C -1.21053 -2.31485 -0.48013
C -0.15806 -0.03459 -0.05026
C 1.27756 2.16398 0.24565
C 1.80441 0.63176 -1.65922
C 2.28970 -0.04739 0.63730
C 1.25622 0.69911 -0.16284
N -1.96057 -0.62692 1.24963
N -1.74682 1.84773 -0.15641
N -0.15355 -1.31847 -0.81254
O -1.41036 0.47325 -1.96120
H -2.87410 -2.45340 0.61554
H -1.50103 -2.76121 1.55491
H -0.05703 -0.97906 2.08995
H -0.37337 0.72164 1.95915
H -0.83312 -3.28915 -0.57911
H -2.08562 -2.23497 -1.12433
H 2.37223 2.51690 0.42090
H 0.73503 2.35229 1.10657
H 0.76026 2.90934 -0.43460
H 2.73598 1.00955 -1.54420
H 1.64016 -0.34632 -1.96857
H 1.15179 1.37509 -2.30936
H 3.18999 0.44769 0.46685
H 2.53554 -1.06121 0.23536
H 2.13105 -0.05748 1.79000
H -2.48345 -0.31131 2.05107
H -1.43517 2.20576 0.76417
H -2.23527 2.58975 -0.74883
H 0.75002 -1.72332 -0.93682
H -0.44502 -0.86879 -1.78022
*
```

Formally, the natural (NBO) partial charges of the atoms, in units of the elementary charge, are as follows:
1 C 0.705
2 C -0.236
3 C -0.267
4 C -0.235
5 C 0.062
6 C -0.630
7 C -0.589
8 C -0.633
9 C -0.023
10 N -0.638
11 N -0.802
12 N -0.572
13 O -0.615
14 H 0.228
15 H 0.187
16 H 0.223
17 H 0.221
18 H 0.235
19 H 0.237
20 H 0.246
21 H 0.198
22 H 0.232
23 H 0.224
24 H 0.177
25 H 0.228
26 H 0.231
27 H 0.206
28 H 0.227
29 H 0.400
30 H 0.416
31 H 0.434
32 H 0.435
33 H 0.488



Here is 3 unconnected molecules or ions with the total composition C9H20NO at a distorted geometry from the OMol25 dataset. Energies are from the ωB97M-V functional and the def2-TZVPD basis.

Properties
- highest occupied orbital energy (eV) = -11.893
- LUMO (eV) = -3.2
- energy relative to the best compared isomer or geometry (same formula, charge and spin) (kcal/mol) = 73.92

Structure (ORCA input):
```
! wB97M-V def2-TZVPD RIJCOSX def2/J DEFGRID3
* xyz 1 1
C 0.63589 -0.86669 0.62438
C 1.74617 -0.76409 -0.09702
C -1.56378 0.59439 -0.12694
C 0.64131 -0.44486 2.04183
C 3.06200 -0.21539 0.40218
C 1.62774 -1.16655 -1.52973
C -3.83495 0.84191 0.10640
C -2.75301 -1.49884 -0.62452
C -2.65365 -0.13982 -0.06279
N 1.67012 2.18871 -0.62573
O -0.73436 1.43383 0.10663
H -0.23073 -1.48582 0.13751
H 0.96286 0.52992 2.18734
H 1.25538 -0.97435 2.70559
H -0.23753 -0.39359 2.59106
H 2.81507 0.35315 1.29851
H 3.51023 0.15544 -0.49279
H 3.77919 -0.90333 0.83965
H 1.35240 -0.33560 -2.22605
H 0.90044 -1.87952 -1.72670
H 2.52018 -1.53090 -1.81085
H -4.60410 0.49294 0.94902
H -4.53337 0.79149 -0.71690
H -3.61530 1.80489 0.41556
H -3.23787 -1.63414 -1.60497
H -1.82402 -1.81430 -0.88414
H -3.28501 -2.07485 0.19357
H 2.24892 1.39851 -0.53932
H 1.40638 2.60576 -1.51821
H 2.05491 2.93486 -0.05270
H 0.91849 1.99684 0.04014
*
```

Formally, the natural (NBO) partial charges of the atoms, in units of the elementary charge, are as follows:
1 C -0.168
2 C -0.037
3 C 0.729
4 C -0.679
5 C -0.721
6 C -0.630
7 C -0.592
8 C -0.610
9 C -0.259
10 N -0.879
11 O -0.615
12 H 0.217
13 H 0.198
14 H 0.235
15 H 0.241
16 H 0.238
17 H 0.214
18 H 0.274
19 H 0.190
20 H 0.230
21 H 0.216
22 H 0.227
23 H 0.232
24 H 0.229
25 H 0.236
26 H 0.210
27 H 0.238
28 H 0.459
29 H 0.459
30 H 0.434
31 H 0.482



Here is a gas-phase ion, C9H20NO2 (charge +1) at a distorted geometry from the OMol25 dataset. Energies are from the ωB97M-V functional and the def2-TZVPD basis.

Properties
- highest occupied orbital energy (eV) = -12.976
- SMILES = CC[N+](C)(C)CCOCC(C)=O
- LUMO (eV) = -2.3
- energy relative to the best compared isomer or geometry (same formula, charge and spin) (kcal/mol) = 3.51

Structure (ORCA input):
```
! wB97M-V def2-TZVPD RIJCOSX def2/J DEFGRID3
* xyz 1 1
O -1.80993 -1.39937 -0.79089
O -0.97577 1.34578 -1.44454
C -2.54191 -0.57879 -1.30600
C -3.98649 -0.43678 -0.80182
C -1.94738 0.56123 -2.15717
C 2.44459 -0.91034 2.59114
C 0.40684 1.07030 -1.73854
C -0.08680 0.28478 1.29706
C 1.17608 -1.19994 -0.04225
C 2.33073 0.24829 1.56564
C 1.31568 1.18936 -0.43941
N 1.19660 0.12307 0.61819
H -4.66682 -0.19440 -1.61904
H -4.32804 -1.39955 -0.29330
H -4.03471 0.37615 -0.06319
H -1.47390 0.14674 -3.03219
H -2.73315 1.24294 -2.51381
H 2.69374 -1.87737 2.10084
H 3.16018 -0.67130 3.36390
H 1.50733 -1.05034 3.16118
H 0.80304 1.79658 -2.46147
H 0.49297 0.08172 -2.19586
H -0.07556 1.14007 2.00872
H -0.90421 0.44822 0.57909
H -0.31168 -0.60241 1.88761
H 0.47418 -1.15477 -0.86651
H 0.79638 -1.95509 0.66603
H 2.13405 -1.50601 -0.40352
H 2.21170 1.20555 2.07512
H 3.29486 0.29061 1.02316
H 1.09439 2.15714 0.02172
H 2.34301 1.22791 -0.78989
*
```

Formally, the natural (NBO) partial charges of the atoms, in units of the elementary charge, are as follows:
1 O -0.558
2 O -0.544
3 C 0.586
4 C -0.728
5 C -0.167
6 C -0.639
7 C -0.072
8 C -0.438
9 C -0.429
10 C -0.215
11 C -0.238
12 N -0.219
13 H 0.239
14 H 0.253
15 H 0.249
16 H 0.202
17 H 0.214
18 H 0.229
19 H 0.256
20 H 0.223
21 H 0.216
22 H 0.190
23 H 0.232
24 H 0.268
25 H 0.234
26 H 0.255
27 H 0.241
28 H 0.228
29 H 0.227
30 H 0.231
31 H 0.241
32 H 0.235



Here is 2 unconnected molecules or ions with the total composition C9H20NO2S at a distorted geometry from the OMol25 dataset. Energies are from the ωB97M-V functional and the def2-TZVPD basis.

Properties
- highest occupied orbital energy (eV) = -13.870
- LUMO (eV) = -4.3
- energy relative to the best compared isomer or geometry (same formula, charge and spin) (kcal/mol) = 36.67

Structure (ORCA input):
```
! wB97M-V def2-TZVPD RIJCOSX def2/J DEFGRID3
* xyz 1 1
C -0.01139 0.07237 0.73874
C 1.41941 -0.86116 -3.53545
C -1.52576 1.83326 1.50183
C -2.24734 -0.17512 0.48448
C -1.39927 -0.14092 2.73579
C 1.20324 0.76656 1.21712
C 0.69188 -0.10478 -2.38610
C 0.80481 0.97672 -0.20689
C 1.55729 0.34733 -1.27731
N -1.25687 0.46407 1.29916
O 2.15100 -2.17683 0.67296
O 0.32181 -2.90388 -0.55127
S 1.67794 -3.15719 -0.23621
H 0.88788 -1.79484 -3.93724
H 1.62147 -0.11665 -4.25551
H 2.52273 -1.03908 -3.10129
H -2.37581 2.01720 2.07043
H -0.66911 2.28052 2.04770
H -1.64466 2.23512 0.50696
H -2.11808 -1.18939 0.41812
H -3.24354 0.03609 0.79535
H -2.19152 0.39554 -0.53606
H -2.38216 0.20683 3.04080
H -1.38262 -1.24050 2.65558
H -0.65103 0.22269 3.32002
H 1.17729 1.48104 2.07308
H 2.10879 0.17045 1.35072
H 0.00094 0.62558 -2.87672
H 0.00576 -0.86244 -1.88388
H 0.53033 1.99817 -0.34690
H 0.09551 -1.08980 0.70106
H 2.18156 1.13262 -1.72874
H 2.13955 -0.40959 -0.77035
*
```

Formally, the natural (NBO) partial charges of the atoms, in units of the elementary charge, are as follows:
1 C -0.117
2 C -0.612
3 C -0.415
4 C -0.402
5 C -0.367
6 C -0.446
7 C -0.405
8 C -0.192
9 C -0.435
10 N -0.210
11 O -0.853
12 O -0.849
13 S 1.728
14 H 0.235
15 H 0.218
16 H 0.193
17 H 0.235
18 H 0.239
19 H 0.230
20 H 0.235
21 H 0.228
22 H 0.235
23 H 0.220
24 H 0.231
25 H 0.223
26 H 0.228
27 H 0.250
28 H 0.215
29 H 0.190
30 H 0.237
31 H 0.288
32 H 0.229
33 H 0.217



Here is a gas-phase ion, C9H20NP2 (charge +1) at a distorted geometry from the OMol25 dataset. Energies are from the ωB97M-V functional and the def2-TZVPD basis.

Properties
- highest occupied orbital energy (eV) = -12.312
- SMILES = C=P(=[NH+]C)[C@H]1CC[C@H](C)P1CC
- LUMO (eV) = -3.9
- energy relative to the best compared isomer or geometry (same formula, charge and spin) (kcal/mol) = 18.82

Structure (ORCA input):
```
! wB97M-V def2-TZVPD RIJCOSX def2/J DEFGRID3
* xyz 1 1
C -2.11311 -0.30475 -2.10312
C 1.48223 -1.62730 0.82970
C 0.02098 -1.50675 1.06052
C 1.87587 -1.26264 -0.62354
C -0.39007 -0.13307 0.52020
C 3.36528 -1.06193 -0.76629
C 1.20030 2.98155 -0.05502
C -4.70104 -0.26512 0.22875
C 1.95752 1.58214 0.02667
N -3.32078 0.17967 0.60336
P -2.02131 -0.08274 -0.47995
P 0.95358 0.38793 -0.97919
H -3.12211 -0.41013 -2.46366
H -1.35708 -0.81976 -2.60973
H 1.94380 -0.92457 1.48174
H 1.74329 -2.67465 1.03650
H -0.50533 -2.36288 0.65908
H -0.23038 -1.64797 2.22261
H 1.31906 -1.84202 -1.33769
H -0.53892 0.72574 1.15526
H 3.99749 -1.74030 -0.06150
H 3.76920 -0.11208 -0.49810
H 3.53319 -1.37729 -1.88727
H 1.18703 3.20298 -1.16960
H 0.35771 3.01210 0.58343
H 1.96456 3.65350 0.52643
H -5.32768 0.60476 0.08682
H -4.66128 -0.95910 -0.67890
H -5.17509 -0.66124 1.11201
H 2.14441 1.09181 1.01376
H 3.00487 1.70034 -0.45041
H -3.21320 0.78782 1.43047
*
```

Formally, the natural (NBO) partial charges of the atoms, in units of the elementary charge, are as follows:
1 C -0.878
2 C -0.406
3 C -0.440
4 C -0.461
5 C -0.705
6 C -0.638
7 C -0.634
8 C -0.418
9 C -0.732
10 N -0.917
11 P 1.571
12 P 0.777
13 H 0.265
14 H 0.278
15 H 0.204
16 H 0.237
17 H 0.228
18 H 0.243
19 H 0.219
20 H 0.248
21 H 0.234
22 H 0.219
23 H 0.238
24 H 0.240
25 H 0.208
26 H 0.234
27 H 0.218
28 H 0.223
29 H 0.230
30 H 0.222
31 H 0.250
32 H 0.445



What is the energy relative to the best compared isomer or geometry (same formula, charge and spin) in the seventh record?
18.82 kcal/mol